# 1
Entry from the Open Molecules 2025 dataset: a cluster of 6 separate species, C28H29Cl2F4NO in total at a distorted geometry (ωB97M-V/def2-TZVPD).

Values from the calculation:
E_LUMO (alpha / beta), eV: -4.2 / -8.2
Charge: +1
⟨S²⟩: 0.77
HOMO (alpha / beta), eV: -10.931 / -10.931
Spin multiplicity: 2
Orbital gap (alpha / beta), eV: 6.8 / 2.7

```
65
C28H29Cl2F4NO (ωB97M-V/def2-TZVPD)
C -1.489 3.395 0.314
C -0.363 2.516 -0.210
O -0.590 1.824 -1.194
N 0.814 2.559 0.412
C 1.996 1.675 0.275
H -1.762 4.098 -0.473
H -1.347 4.023 1.193
H -2.398 2.854 0.578
H 0.734 3.332 1.057
H 1.835 0.769 -0.309
H 2.278 1.412 1.294
H 2.820 2.183 -0.228
C -3.702 2.505 -2.992
Cl -2.283 2.754 -4.027
Cl -4.792 1.262 -3.421
H -3.185 2.301 -2.054
H -4.172 3.488 -2.950
F -3.672 -0.425 2.793
C -2.452 -1.017 2.529
C -1.689 -0.714 1.446
C -0.384 -1.245 1.294
C 0.188 -2.092 2.259
C -0.673 -2.514 3.301
C -1.925 -1.892 3.457
H -2.039 -0.027 0.690
H 0.252 -0.981 0.462
H 1.170 -2.532 2.168
H -0.353 -3.242 4.032
H -2.675 -2.243 4.150
F 5.307 -1.287 -2.780
C 4.050 -1.075 -3.237
C 3.054 -0.667 -2.335
C 1.800 -0.331 -2.867
C 1.552 -0.439 -4.206
C 2.540 -0.836 -5.082
C 3.789 -1.230 -4.521
H 3.279 -0.577 -1.282
H 0.983 0.058 -2.277
H 0.626 -0.124 -4.665
H 2.342 -0.785 -6.143
H 4.613 -1.546 -5.142
F 5.052 0.092 7.081
C 4.003 0.422 6.324
C 2.764 -0.177 6.574
C 1.677 0.129 5.745
C 1.841 1.024 4.688
C 3.021 1.694 4.573
C 4.135 1.520 5.448
H 2.589 -0.795 7.443
H 0.667 -0.167 5.989
H 1.087 1.239 3.946
H 3.103 2.419 3.777
H 5.007 2.141 5.310
F -3.145 -1.301 -5.847
C -3.205 -1.632 -4.520
C -2.384 -0.970 -3.568
C -2.571 -1.348 -2.201
C -3.333 -2.460 -1.784
C -4.009 -3.207 -2.799
C -4.039 -2.754 -4.115
H -1.837 -0.057 -3.752
H -1.984 -0.805 -1.475
H -3.306 -2.891 -0.795
H -4.528 -4.103 -2.491
H -4.683 -3.199 -4.859
```

Here are the natural (NBO) charges for atoms 1 to 6, given in e: -0.727, 0.680, -0.696, -0.594, -0.416, 0.240


# 2
Entry from the Open Molecules 2025 dataset: a structure of composition C19H20AsN3O6S2TeV at a distorted geometry (ωB97M-V/def2-TZVPD).

Values from the calculation:
E_LUMO (alpha / beta), eV: 0.2 / -1.2
⟨S²⟩: 3.77
HOMO (alpha / beta), eV: -7.489 / -8.493
ΔE to the lowest compared entry with this formula, charge and spin, eV: 2.5864
Spin multiplicity: 4
Orbital gap (alpha / beta), eV: 7.7 / 7.3

```
53
C19H20AsN3O6S2TeV (ωB97M-V/def2-TZVPD)
V 0.035 -0.307 0.543
O -3.586 -0.245 1.392
As -2.071 -1.164 1.322
O -2.528 -2.737 0.969
O 0.466 -1.573 -0.472
C -1.544 -1.107 3.238
C -2.112 -2.025 4.109
C -1.749 -2.049 5.449
C -0.813 -1.151 5.938
C -0.227 -0.223 5.091
C -0.588 -0.207 3.749
S 0.222 1.028 2.742
O 1.357 0.324 2.026
O 0.570 2.138 3.557
O -0.738 1.329 1.617
H -3.415 0.691 1.234
H -2.838 -2.729 3.720
H -2.203 -2.769 6.117
H -0.543 -1.164 6.986
H 0.492 0.494 5.463
N 1.590 -0.398 -3.069
N 2.033 0.814 -2.511
C 1.235 1.712 -1.931
N 1.760 2.937 -1.719
S -0.392 1.396 -1.563
H 0.610 -0.262 -3.309
H 1.594 -1.099 -2.328
H 2.964 1.080 -2.794
H 2.755 3.086 -1.759
H 1.228 3.547 -1.122
Te -0.671 -3.704 -0.570
C 0.013 -4.057 1.384
C -0.563 -5.134 2.052
C -0.212 -5.400 3.366
C 0.709 -4.594 4.022
C 1.285 -3.524 3.356
C 0.939 -3.255 2.035
C 1.047 -4.590 -1.425
C 2.331 -4.403 -0.925
C 3.390 -5.137 -1.436
C 3.174 -6.064 -2.449
C 1.900 -6.240 -2.965
C 0.838 -5.503 -2.453
H -1.296 -5.757 1.555
H -0.669 -6.235 3.883
H 0.982 -4.804 5.048
H 2.006 -2.889 3.856
H 1.417 -2.427 1.528
H 2.511 -3.679 -0.141
H 4.386 -4.992 -1.037
H 4.000 -6.649 -2.833
H 1.727 -6.959 -3.756
H -0.156 -5.650 -2.862
```

Here are the natural (NBO) charges for atoms 1 to 6, given in e: 1.113, -1.001, 1.629, -1.183, -1.004, -0.377


# 3
Entry from the Open Molecules 2025 dataset: a cluster of 2 separate species, C2H8OS in total at a distorted geometry (ωB97M-V/def2-TZVPD).

Values from the calculation:
E_LUMO, eV: 0.9
SMILES string: CCS.O
HOMO, eV: -9.104
ΔE to the lowest compared entry with this formula, charge and spin, eV: 0.2810
Orbital gap, eV: 10.0

```
12
C2H8OS (ωB97M-V/def2-TZVPD)
C 0.703 -0.679 0.190
C 0.248 -0.309 1.598
S 0.700 -1.520 2.862
H 1.718 -0.390 -0.067
H 0.049 -0.257 -0.590
H 0.562 -1.752 0.056
H 0.675 0.625 1.937
H -0.825 -0.093 1.638
H -0.029 -2.524 2.358
O -1.948 3.853 -6.080
H -2.131 4.219 -5.202
H -2.261 2.932 -6.052
```

Here are the natural (NBO) charges for atoms 1 to 6, given in e: -0.621, -0.525, -0.033, 0.217, 0.210, 0.209


# 4
Entry from the Open Molecules 2025 dataset: a cluster of 3 separate species, C3H9NO2 in total at a distorted geometry (ωB97M-V/def2-TZVPD).

Values from the calculation:
E_LUMO (alpha / beta), eV: -6.9 / -7.4
Charge: +1
⟨S²⟩: 0.78
HOMO (alpha / beta), eV: -13.464 / -13.464
ΔE to the lowest compared entry with this formula, charge and spin, eV: 3.0537
Spin multiplicity: 2
Orbital gap (alpha / beta), eV: 6.5 / 6.0

```
15
C3H9NO2 (ωB97M-V/def2-TZVPD)
C 0.932 0.960 1.770
C -0.389 1.368 1.734
C 2.618 -0.370 0.862
N 1.405 0.017 0.934
H 1.696 1.441 2.359
H -1.141 0.849 1.157
H -0.778 1.738 2.676
H 3.321 0.287 0.332
H 3.105 -1.103 1.512
H -3.578 -3.742 -1.863
H -4.239 -2.844 -2.811
O -4.226 -3.036 -1.862
H 0.897 2.446 -1.903
H 0.985 1.035 -1.410
O 0.646 1.541 -2.155
```

Here are the natural (NBO) charges for atoms 1 to 6, given in e: 0.026, -0.156, 0.229, -0.275, 0.236, 0.237